Entry 1:
Entry from the OMol25 dataset: C4H12N4 in the gas phase (ωB97M-V/def2-TZVPD).

Structure (XYZ):
```
20
Properties=species:S:1:pos:R:3:forces:R:3:mulliken_charge:R:1
C -1.114 1.142 -1.851 0.53 -0.13 0.91 -0.66
C -0.244 1.191 -0.827 1.37 0.22 -2.58 -0.32
N 0.793 0.144 -0.578 -1.37 0.28 0.75 -0.08
C 1.375 -0.457 -1.761 -0.20 0.07 0.05 -0.87
N 0.276 -0.870 0.271 0.37 -1.46 -0.23 -0.43
C -0.340 -0.273 1.422 -0.75 2.75 -1.97 0.20
N -1.308 -1.160 1.964 -0.72 -0.35 -0.43 -0.55
N 0.612 0.198 2.381 0.48 0.69 0.37 -0.67
H -1.418 0.213 -2.311 0.21 -0.15 -0.14 0.23
H -1.547 2.038 -2.264 -0.33 0.15 0.28 0.28
H 0.084 2.162 -0.465 -0.32 0.02 0.23 0.36
H 2.194 -1.101 -1.449 0.05 0.02 0.05 0.29
H 0.662 -1.070 -2.332 -0.01 0.03 -0.05 0.35
H 1.754 0.342 -2.392 0.03 -0.04 -0.13 0.33
H -0.431 -1.441 -0.215 0.16 0.38 0.10 0.27
H -0.844 0.741 0.821 0.35 -2.34 2.66 0.27
H -0.868 -1.864 2.541 0.07 0.02 0.13 0.22
H -2.005 -0.676 2.511 0.17 0.04 0.06 0.26
H 0.931 1.132 2.150 0.00 -0.09 0.01 0.27
H 1.439 -0.391 2.385 -0.10 -0.10 -0.06 0.26
```
Positions in Å, forces in eV/Å.

Output
ΔE to the lowest compared entry with this formula, charge and spin   73.4 kcal per mole
Total energy   -10300.0892 eV
Gap between HOMO and LUMO   9.48 eV
Molar mass   116.2 g/mol
SMILES   C=CN(C)NC(N)N

***

Entry 2:
Entry from the OMol25 dataset: a molecular structure, C38H47Br3CeN5O3Si4 (ωB97M-V/def2-TZVPD).

Structure (XYZ):
```
101
Properties=species:S:1:pos:R:3:forces:R:3:mulliken_charge:R:1
Ce 7.918 1.131 19.088 -0.79 -0.30 0.48 0.41
O 5.079 -3.591 21.241 -0.65 -1.48 -0.98 -0.68
C 4.712 -3.927 19.950 -0.05 0.37 0.12 -0.56
C 3.734 -4.824 19.765 -0.15 0.32 -0.12 -0.90
C 3.038 -5.302 18.553 0.84 0.98 0.99 -0.55
C 2.996 -4.814 17.328 0.33 0.40 -1.57 -0.87
C 3.722 -3.614 16.738 -0.74 0.15 0.04 0.04
C 5.402 -3.199 18.811 -0.25 0.42 -1.10 3.22
C 6.128 -1.931 19.218 -0.58 1.03 1.46 -2.12
O 6.975 -1.381 18.250 -0.71 0.80 1.88 0.67
N 5.793 -1.374 20.358 0.64 0.30 -2.59 -0.38
N 6.204 -0.072 20.666 -0.85 0.48 2.48 0.96
C 5.748 0.257 21.911 0.82 0.17 -2.56 -0.72
C 5.942 1.565 22.559 0.31 -0.47 -1.49 0.73
C 5.226 1.781 23.747 0.07 0.52 0.47 -0.82
C 5.319 2.982 24.414 -0.29 -0.23 0.29 -0.77
C 6.112 4.007 23.911 -0.05 0.62 0.55 -0.55
C 6.805 3.880 22.761 0.45 -0.99 -2.22 -0.82
C 6.727 2.679 21.962 -1.33 -0.83 2.10 0.11
O 7.268 2.601 20.815 0.44 -0.36 -1.11 0.03
H 5.191 -2.627 21.168 0.46 0.59 0.42 0.56
H 3.297 -5.124 20.701 -0.10 -0.44 0.19 0.48
H 2.385 -6.098 18.766 -0.68 -1.10 0.14 0.43
H 2.366 -5.319 16.574 0.26 0.15 0.56 0.34
H 4.491 -3.968 16.005 -0.83 0.64 0.55 -0.14
H 5.115 -0.546 22.365 0.61 0.92 0.06 0.17
H 4.565 1.020 24.154 0.23 -0.11 -0.16 0.42
H 4.785 3.185 25.328 -0.20 -0.27 0.10 0.39
H 6.162 4.959 24.435 -0.04 -0.14 0.06 0.43
H 7.357 4.682 22.282 0.07 0.09 0.32 0.49
Br 9.572 -0.226 24.937 -0.12 0.27 0.36 -0.17
C 9.381 -0.272 23.078 0.29 0.40 -1.59 -0.60
C 8.912 -1.505 22.490 -0.34 0.17 0.12 -1.13
C 8.780 -1.511 21.127 1.56 1.64 1.92 -1.73
N 9.222 -0.554 20.278 -0.60 0.21 -0.44 0.75
C 9.757 0.614 20.837 0.43 0.05 0.11 0.95
C 9.716 0.787 22.263 -0.47 -0.55 1.69 -0.59
C 10.231 1.655 20.035 -0.33 0.13 -0.49 1.26
C 10.538 2.976 20.556 0.61 0.05 -0.01 -1.21
C 11.015 3.920 19.728 -0.33 -0.09 -0.07 -0.11
Br 11.532 5.610 20.404 -0.04 0.08 0.07 -0.20
C 11.120 3.725 18.310 0.69 -0.18 0.12 -1.30
C 10.741 2.503 17.837 -0.75 0.97 0.38 -0.16
N 10.160 1.539 18.614 0.50 -0.20 -0.38 0.62
H 8.494 -2.343 23.082 0.50 0.76 -0.36 0.50
H 8.276 -2.332 20.786 -1.04 -1.97 -1.64 1.17
H 9.912 1.786 22.663 0.14 -0.75 0.16 0.29
H 10.477 3.188 21.607 -0.04 0.06 0.13 0.44
H 11.550 4.529 17.722 -0.15 -0.38 -0.20 0.39
H 10.691 2.375 16.760 0.16 -0.39 0.00 0.29
Br 1.243 2.633 18.518 -0.48 0.06 0.25 -0.16
C 3.088 2.553 18.198 -0.38 1.15 1.06 0.49
C 3.489 1.773 17.153 -0.16 -1.03 -0.32 -0.61
C 4.870 1.647 17.004 -0.52 -0.04 0.16 -0.09
N 5.700 2.444 17.689 0.81 -0.79 -0.29 -0.34
C 5.271 3.313 18.624 -0.40 -0.05 -0.73 -0.32
C 3.933 3.336 19.005 -0.01 -0.34 -0.43 -0.70
H 2.681 1.212 16.621 1.29 0.42 0.22 0.38
H 5.263 0.849 16.348 0.14 0.80 0.30 0.08
H 6.045 4.015 18.936 -0.43 -0.30 0.56 0.58
H 3.522 3.895 19.855 0.39 -0.11 -0.56 0.46
C 6.305 -5.521 16.692 -0.33 0.95 0.45 -1.63
Si 6.823 -4.265 18.048 -0.65 -1.37 -0.38 0.16
C 7.428 -5.257 19.526 -0.21 -0.85 0.44 -1.39
C 4.292 -2.622 17.744 1.82 0.75 1.22 -0.10
Si 7.999 -2.440 17.333 0.15 0.07 -1.02 -0.64
Si 10.312 -2.681 17.419 -0.31 0.78 0.00 1.54
C 10.440 -4.252 16.432 -1.36 0.08 -0.83 -1.18
C 11.135 -1.248 16.558 -0.25 -1.79 -1.58 -0.71
C 11.133 -2.866 19.046 -0.55 -1.02 1.56 -1.15
Si 7.677 -1.377 15.185 0.39 -0.31 0.53 0.80
C 8.416 0.337 15.539 1.80 0.50 0.03 -0.58
C 8.435 -2.177 13.622 0.92 -0.61 -0.18 -1.24
C 5.861 -1.291 14.702 0.90 0.13 -1.90 -1.57
H 7.100 -6.111 16.308 1.02 -0.74 0.20 0.57
H 5.862 -5.144 15.785 -0.08 0.61 -0.21 0.51
H 5.539 -6.140 17.121 -0.24 -0.61 0.31 0.44
H 6.797 -6.185 19.620 0.37 0.92 -0.09 0.32
H 7.370 -4.733 20.486 -0.35 0.15 -0.21 0.43
H 8.448 -5.617 19.515 0.41 -0.06 -0.47 0.53
H 3.557 -2.187 18.456 -0.02 -0.32 -0.83 0.54
H 2.917 -3.055 16.197 0.74 -0.33 -0.03 0.56
H 4.824 -1.736 17.248 -0.97 -1.36 0.42 -0.86
H 10.183 -5.113 17.042 -0.11 -0.20 -0.04 0.31
H 11.465 -4.324 16.158 1.04 -0.27 -0.39 0.54
H 9.830 -4.249 15.478 0.57 -0.05 1.02 0.17
H 10.758 -1.000 15.551 0.27 -0.21 0.42 0.25
H 12.170 -1.554 16.490 0.50 0.27 -0.06 0.52
H 11.002 -0.448 17.209 0.10 1.76 1.12 -0.26
H 12.069 -3.412 18.996 0.38 0.07 -0.27 0.54
H 10.507 -3.523 19.712 0.35 0.60 -0.48 0.24
H 11.276 -1.934 19.599 -0.02 -0.05 -0.25 0.20
H 9.350 0.343 16.173 -1.19 -0.33 -0.28 -0.69
H 7.762 1.079 15.955 -0.88 0.25 0.52 0.63
H 8.812 0.902 14.680 -0.30 -0.49 -0.36 0.53
H 9.558 -2.087 13.362 -1.93 0.28 0.47 0.29
H 7.767 -1.780 12.850 0.57 0.42 -0.37 0.44
H 8.210 -3.258 13.518 0.13 0.34 0.56 0.35
H 5.040 -1.224 15.361 -0.64 -0.11 1.00 0.41
H 5.773 -2.195 14.084 -0.38 -0.10 0.28 0.37
H 5.713 -0.493 13.953 0.19 0.00 0.22 0.54
```
Positions in Å, forces in eV/Å.

Output
ΔE to the lowest compared entry with this formula, charge and spin   76.0 kcal per mole
Total energy   -308329.3745 eV
Gap between HOMO and LUMO (alpha / beta)   5.09 / 5.07 eV
Molar mass   1114.0 g/mol
Expectation value of S²   0.752
2S+1   2